No. 1
DFT (ωB97M-V/def2-TZVPD) results for C44H35GeOReS7SbSi as an isolated structure at a distorted geometry.

Geometry as XYZ:
```
91
Properties=species:S:1:pos:R:3:forces:R:3:mulliken_charge:R:1
Re -0.3517 0.5081 1.5190 -1.78 2.77 -1.18 -1.04
S -4.1123 2.5836 3.9608 0.18 0.01 -0.29 -0.63
Sb -2.8085 2.9882 2.1588 -0.03 0.00 0.13 0.73
S -2.6160 0.7929 0.8373 0.14 0.43 0.43 -0.38
S -0.3990 2.6012 2.5704 -0.26 -0.45 -0.15 -0.37
S -3.1971 4.6313 0.6596 0.12 -0.18 0.13 -0.62
C 4.3149 -2.3740 -1.4180 0.04 -0.05 0.01 -0.72
C 3.6571 -1.3864 -2.1388 -0.01 0.04 -0.07 -0.62
C 2.9192 -0.4180 -1.4752 -0.03 -0.03 0.04 0.23
C 2.8260 -0.4112 -0.0823 -0.04 0.23 0.14 0.41
C 3.4859 -1.4166 0.6243 -0.03 -0.03 -0.02 -0.50
C 4.2255 -2.3909 -0.0333 -0.04 -0.04 0.02 -0.45
Si 1.9158 0.9787 0.8479 0.82 0.36 -0.73 0.44
C 2.3870 2.5638 -0.0797 -0.32 -0.13 0.05 0.80
C 3.7414 2.8146 -0.3120 0.00 -0.03 -0.04 -0.44
C 4.1544 3.9777 -0.9418 0.06 -0.05 0.02 -0.59
C 3.2122 4.9124 -1.3550 0.00 0.02 -0.03 -0.66
C 1.8637 4.6778 -1.1354 0.02 0.08 0.00 -0.66
C 1.4565 3.5122 -0.4971 -0.03 0.02 0.14 -0.28
H 4.8996 -3.1266 -1.9342 -0.01 0.01 0.00 0.38
H 3.7257 -1.3655 -3.2202 -0.02 -0.02 0.01 0.42
H 2.4104 0.3535 -2.0451 0.06 -0.02 -0.04 0.11
H 3.4280 -1.4329 1.7087 0.02 -0.02 0.01 0.27
H 4.7348 -3.1567 0.5400 0.00 -0.02 -0.02 0.44
H 2.7635 1.1239 2.0834 -0.21 -0.22 0.13 -0.38
H 4.4766 2.0825 0.0079 0.04 0.04 -0.02 0.33
H 5.2107 4.1583 -1.1036 -0.01 0.01 -0.02 0.40
H 3.5366 5.8241 -1.8429 -0.03 0.00 -0.01 0.37
H 1.1257 5.4027 -1.4575 -0.01 -0.02 0.02 0.53
H 0.4020 3.3424 -0.3006 0.01 0.04 -0.03 0.27
O -0.1327 -0.7830 2.7487 0.34 -1.49 1.10 0.00
C -0.0774 -1.7617 3.7552 0.03 -0.67 0.58 2.59
C -1.4508 -2.3968 3.9402 -0.08 0.36 -0.30 -0.71
C -1.7532 -3.7040 4.1772 0.08 0.00 0.03 -0.12
C -3.1453 -3.9135 4.3648 -0.03 -0.10 0.05 -0.79
C -3.8599 -2.7620 4.2573 -0.01 0.22 -0.01 -0.60
S -2.8640 -1.4092 3.9388 0.13 -0.10 0.04 0.01
C 0.3537 -1.0907 5.0509 -0.21 0.09 -0.04 -0.69
C 1.0962 0.0412 5.1759 0.10 -0.02 0.02 -0.33
C 1.2661 0.4347 6.5310 0.11 0.05 0.00 -0.84
C 0.6499 -0.4062 7.3995 -0.16 -0.22 0.02 -0.58
S -0.1717 -1.6767 6.5887 0.17 0.19 -0.12 -0.03
C 0.8995 -2.8422 3.3258 0.07 0.17 0.00 -0.27
C 0.9191 -3.4536 2.1112 0.06 -0.05 -0.04 0.01
C 1.9160 -4.4602 2.0202 -0.06 0.01 -0.13 -0.59
C 2.6317 -4.5852 3.1676 0.05 0.09 0.29 -0.66
S 2.1118 -3.4750 4.3719 -0.09 -0.03 -0.28 -0.20
H -1.0098 -4.4873 4.2245 0.01 0.01 -0.03 0.55
H -3.5854 -4.8801 4.5646 -0.02 0.02 -0.01 0.40
H -4.9254 -2.6157 4.3381 0.00 -0.08 0.00 0.49
H 1.5033 0.5896 4.3383 -0.06 -0.01 -0.05 0.41
H 1.8182 1.3125 6.8338 -0.01 0.00 0.01 0.42
H 0.6062 -0.3499 8.4754 0.04 0.04 -0.01 0.45
H 0.2536 -3.1895 1.3003 -0.03 0.02 0.04 0.32
H 2.0833 -5.0542 1.1332 0.06 0.00 0.01 0.42
H 3.4440 -5.2610 3.3838 -0.01 0.00 -0.05 0.43
C -1.1283 1.1501 -0.1454 0.56 -1.16 -0.01 1.19
Ge -1.5225 0.9470 -2.0679 0.15 -0.15 0.04 1.92
C -0.5412 -0.6969 -2.5649 -0.14 0.19 0.03 -0.28
C -0.4513 -1.7546 -1.6617 0.00 0.03 0.03 0.11
C 0.2156 -2.9242 -1.9912 0.02 -0.03 0.00 -0.75
C 0.8150 -3.0501 -3.2364 -0.04 -0.02 -0.01 -0.52
C 0.7342 -2.0076 -4.1474 0.03 -0.04 -0.04 -0.70
C 0.0565 -0.8418 -3.8144 -0.02 0.06 -0.01 -0.28
C -3.4625 0.6194 -2.1945 0.35 0.05 0.05 -0.51
C -4.3637 1.6399 -1.8877 0.08 0.02 -0.01 0.10
C -5.7218 1.3761 -1.7994 -0.01 0.04 -0.04 -0.83
C -6.1940 0.0885 -2.0191 -0.02 -0.03 -0.02 -0.48
C -5.3080 -0.9316 -2.3332 -0.06 0.01 -0.02 -0.70
C -3.9479 -0.6651 -2.4195 0.08 0.02 -0.05 -0.37
C -1.0152 2.3340 -3.3661 -0.08 -0.26 0.31 -0.11
C 0.3106 2.7351 -3.5088 -0.03 -0.04 -0.02 0.10
C 0.6738 3.6251 -4.5085 0.08 0.01 -0.03 -1.00
C -0.2850 4.1116 -5.3861 -0.02 -0.01 -0.01 -0.59
C -1.6085 3.7159 -5.2544 0.02 0.04 -0.04 -0.67
C -1.9713 2.8321 -4.2475 -0.03 0.03 0.03 -0.61
H -0.9052 -1.6531 -0.6805 0.00 -0.04 0.01 0.54
H 0.2794 -3.7361 -1.2760 0.00 0.01 0.01 0.38
H 1.3463 -3.9586 -3.4921 0.02 0.01 0.00 0.38
H 1.2074 -2.1000 -5.1180 -0.01 0.01 0.00 0.40
H 0.0031 -0.0287 -4.5310 0.01 -0.02 -0.01 0.35
H -3.9970 2.6408 -1.6785 -0.05 0.00 0.06 0.51
H -6.4077 2.1742 -1.5444 0.00 -0.01 0.01 0.42
H -7.2538 -0.1209 -1.9388 0.00 0.00 0.00 0.37
H -5.6767 -1.9362 -2.5023 0.01 0.00 0.00 0.39
H -3.2529 -1.4651 -2.6523 -0.04 -0.03 0.02 0.32
H 1.0631 2.3528 -2.8303 0.05 0.03 -0.02 0.59
H 1.7069 3.9372 -4.6040 -0.01 -0.01 0.02 0.43
H 0.0001 4.7953 -6.1765 0.00 0.02 0.02 0.36
H -2.3566 4.0955 -5.9396 -0.02 0.00 0.02 0.40
H -3.0067 2.5282 -4.1443 0.02 0.00 -0.04 0.29
```
Positions in Å, forces in eV/Å.

Highest occupied orbital energy in eV: -4.926
Multiplicity: 1
Net charge: -1
E_LUMO in Eh: 0.068


No. 2
DFT (ωB97M-V/def2-TZVPD) results for a 7-piece molecular cluster, C36H70N6O4 overall at a distorted geometry.

Geometry as XYZ:
```
116
Properties=species:S:1:pos:R:3:forces:R:3:mulliken_charge:R:1
C -4.0467 -0.9522 -6.2776 0.22 -0.15 2.51 -0.73
N -3.8252 -2.4334 -6.2494 -0.01 -1.19 0.40 0.10
C -4.9075 -3.2791 -6.3415 1.54 -0.13 0.03 -0.33
C -4.8232 -4.6553 -6.1315 0.29 1.76 -0.27 -0.75
C -3.5399 -5.1414 -5.8054 -1.52 -1.22 -0.18 1.31
C -2.4631 -4.2942 -5.8078 2.18 -0.62 0.61 -0.67
C -2.5790 -2.9449 -6.0249 -0.89 1.15 0.93 -0.35
C -3.3986 -6.5877 -5.4663 0.70 0.09 0.15 1.14
C -4.4369 -7.3674 -4.9286 -1.01 1.57 0.01 -0.69
C -4.2487 -8.6689 -4.6586 0.64 -1.64 0.06 -0.36
N -3.0894 -9.3287 -4.9174 -0.20 2.74 -0.10 0.02
C -2.0617 -8.5823 -5.3412 -0.17 -0.15 -0.14 -0.21
C -2.1626 -7.2176 -5.6115 -0.89 -1.54 0.68 -0.81
C -3.0121 -10.7673 -4.8122 0.66 -0.35 -2.03 -0.75
H -5.0071 -0.7312 -5.7569 0.57 -0.38 -0.50 0.37
H -4.1311 -0.6740 -7.2995 0.38 0.67 -0.72 0.33
H -3.2454 -0.4911 -5.5947 -0.74 -0.41 -1.49 0.18
H -5.8144 -2.7959 -6.6008 -0.75 0.31 -0.09 0.49
H -5.7721 -5.1949 -6.2557 0.82 -0.15 0.24 0.41
H -1.4233 -4.6287 -5.4965 -1.58 0.31 -0.49 0.24
H -1.7518 -2.2713 -5.6664 -0.76 0.01 -0.78 0.49
H -5.4463 -6.9879 -4.6514 1.04 0.01 -0.44 0.35
H -5.0065 -9.2637 -4.2182 -0.73 -0.48 0.23 0.47
H -1.1720 -9.1607 -5.4804 0.59 0.15 -0.17 0.39
H -1.2496 -6.7616 -5.8795 0.56 0.73 -0.53 0.35
H -3.5025 -11.1147 -5.7582 0.21 -0.31 1.13 0.37
H -3.5162 -11.0321 -3.9156 -0.27 -0.79 0.57 0.33
H -1.9444 -11.0621 -4.8721 -0.79 0.01 0.42 0.27
C 4.5636 1.3292 -1.6309 0.51 -0.36 -1.29 -1.32
C 5.6680 2.0852 -2.4211 -0.29 2.35 0.87 -0.27
C 6.8369 2.4394 -1.4803 -1.68 2.52 -0.45 -0.88
N 7.8395 3.4513 -1.9917 -1.54 1.60 -0.87 0.14
C 8.7079 2.8135 -2.9366 2.68 -1.36 0.23 -1.09
C 8.6665 4.1027 -0.8711 -1.28 -2.27 -0.62 -0.43
C 9.4342 5.1494 -1.5308 1.51 2.00 0.10 -0.79
C 8.4654 5.7023 -2.5795 0.04 0.23 -0.33 -0.54
C 7.2922 4.7254 -2.7267 0.81 -0.47 0.07 -0.66
H 3.7153 1.2115 -2.2999 -0.12 -0.15 -0.05 0.42
H 4.2222 1.9976 -0.8481 0.09 -0.18 0.41 0.35
H 4.8294 0.3236 -1.2763 0.09 0.44 0.10 0.34
H 5.1451 3.0684 -2.6265 0.68 -0.87 -0.12 0.24
H 6.0723 1.7750 -3.3760 -0.45 -0.93 -0.12 0.42
H 7.3665 1.5966 -1.1831 1.07 -1.47 0.69 0.50
H 6.4056 2.9816 -0.6413 -0.07 -0.43 0.44 0.34
H 9.2697 1.9959 -2.3892 -0.87 0.51 -1.05 0.38
H 9.4721 3.4757 -3.2921 0.49 0.63 0.24 0.44
H 8.2587 2.5716 -3.8726 -0.93 -0.96 -0.19 0.35
H 9.1664 3.2412 -0.4853 0.73 -0.16 0.91 0.49
H 7.9124 4.4844 -0.1979 0.03 0.13 0.41 0.45
H 10.4005 4.8752 -2.0262 -0.86 -0.10 0.82 0.33
H 9.6576 5.9352 -0.7730 0.11 -0.54 -0.60 0.34
H 9.0066 5.7648 -3.5067 0.02 0.20 -0.51 0.30
H 8.1541 6.7076 -2.3333 -0.32 0.12 0.03 0.37
H 7.1063 4.5019 -3.7741 -0.05 -0.32 0.09 0.34
H 6.3689 5.0855 -2.3141 -0.33 -0.11 0.66 0.45
C 6.2561 1.5133 4.1869 -3.18 -2.45 -0.89 -1.18
C 4.9453 0.8920 4.7026 -0.24 1.20 1.15 -0.18
C 4.8526 -0.4958 4.9339 -0.02 -0.85 1.23 -0.75
N 3.4779 -1.0168 5.4383 -0.09 3.07 2.10 0.47
C 3.5578 -2.4929 5.5965 0.03 1.36 -1.73 -1.10
C 3.2337 -0.3541 6.8327 -1.96 -0.09 0.42 -0.68
C 1.6223 0.0100 6.9500 2.79 -2.93 -3.24 -0.57
C 1.0637 -0.6881 5.5537 0.51 0.46 3.24 -0.70
C 2.2197 -0.4922 4.6435 1.28 -4.87 -0.52 -0.49
H 7.1340 1.3974 4.8283 -0.25 0.95 0.32 0.37
H 5.8443 2.4133 3.7226 1.49 0.42 0.25 0.29
H 6.4437 0.7307 3.4131 0.46 0.88 -0.23 0.29
H 5.7681 -3.6143 6.5495 0.28 0.60 -0.07 0.22
H 4.0199 1.3929 5.0566 1.21 0.71 -0.47 0.34
H 5.7220 -0.7869 5.6581 -1.15 -0.47 0.02 0.41
H 5.1671 -1.0168 4.0740 0.14 -1.27 -1.26 0.59
H 4.5242 -2.6774 6.1043 -0.56 -0.83 0.40 -0.22
H 3.6590 -2.6636 4.5632 0.71 -1.57 -1.44 0.44
H 2.6173 -2.9653 5.8034 -0.24 0.03 1.15 0.37
H 3.3992 -1.0633 7.6416 0.53 -0.29 -0.44 0.33
H 3.8991 0.4999 7.0030 -0.28 -0.19 -0.36 0.43
H 1.2962 -0.6283 7.7480 -0.66 0.86 0.77 0.35
H 1.6137 1.0674 6.9275 -0.96 0.91 0.59 0.37
H 0.6395 -1.6760 5.8722 0.90 0.58 -0.98 0.30
H 0.2796 -0.1219 5.1440 -1.32 0.74 -0.33 0.40
H 2.1954 -1.0462 3.6665 0.02 0.41 0.88 0.35
H 2.3247 0.5075 4.4537 0.62 2.55 -0.42 0.40
C -3.8032 3.3441 2.9334 0.64 -0.28 1.59 -1.56
C -5.1438 3.2341 3.6188 -1.05 0.55 -1.56 -0.53
N -6.2347 4.1453 2.9404 2.12 -0.09 0.87 0.09
C -5.6428 5.5507 3.1701 -0.60 -0.81 1.52 -1.24
C -6.3576 4.0348 1.3799 -1.85 -2.84 2.54 -0.60
C -6.4115 2.6114 0.8524 0.50 -0.12 0.04 -1.10
C -7.5312 4.0482 3.7618 1.12 -1.04 0.35 -0.59
C -8.0932 2.6809 4.2385 3.87 -0.81 -0.06 -0.70
O -8.5513 1.8269 3.2044 0.61 2.19 -1.05 -0.22
C -9.3869 0.9049 3.4865 0.21 0.13 1.04 -0.31
H -3.7314 3.5376 1.8927 -0.47 0.51 -0.91 0.41
H -3.3085 2.4010 3.0470 0.22 -0.78 0.09 0.40
H -3.1759 4.0027 3.5111 0.30 0.64 -0.23 0.44
H -5.1462 3.6036 4.6426 0.22 -0.27 0.04 0.49
H -5.4609 2.2015 3.5788 -0.45 -0.04 0.03 0.48
H -4.7097 5.6234 2.6992 1.40 -0.34 -0.54 0.51
H -5.5282 5.8187 4.2374 -0.16 -0.62 -0.44 0.44
H -6.1979 6.3162 2.7321 -1.61 0.94 -0.81 0.47
H -5.7274 4.7460 1.0103 1.95 1.33 -1.29 0.62
H -7.3553 4.3074 1.2213 -1.37 1.40 -0.31 0.43
H -5.6847 1.9381 1.2981 0.40 0.02 -0.36 0.27
H -6.3653 2.6137 -0.2416 0.34 0.02 0.24 0.38
H -7.3736 2.1912 1.0934 -0.38 -0.10 0.13 0.32
H -8.1547 4.5806 3.1266 -1.91 1.13 -0.50 0.44
H -7.2492 4.5891 4.6694 -0.61 0.03 -0.08 0.37
H -8.7557 2.7699 5.0755 -0.83 0.37 0.11 0.57
H -7.1813 2.1156 4.6469 -1.22 0.74 -0.10 0.41
H -8.7041 -12.1240 -4.3912 0.09 0.09 0.01 -0.16
H -9.7517 0.3783 2.6894 -0.92 -1.33 -1.76 0.31
H -9.5794 0.7140 4.4941 -0.64 -0.45 1.42 0.33
N -0.9568 -0.0406 -4.1034 0.94 -3.12 0.05 0.99
O -1.6928 0.8149 -4.4732 -1.49 3.05 -0.66 -0.63
O -1.4568 -1.2557 -4.1970 1.11 0.21 0.55 -0.71
O 0.2008 0.1496 -3.7092 -0.72 -0.31 0.03 -0.64
```
Positions in Å, forces in eV/Å.

Highest occupied orbital energy in eV: -10.484
Multiplicity: 1
Net charge: +4
E_LUMO in Eh: -0.356


No. 3
DFT (ωB97M-V/def2-TZVPD) results for one molecule with the formula C8H10N2S2 at a distorted geometry.

Geometry as XYZ:
```
22
Properties=species:S:1:pos:R:3:forces:R:3:mulliken_charge:R:1
C 3.3475 0.7844 0.1912 0.66 -0.51 0.19 -0.28
C 3.2382 -0.1783 1.1543 -1.21 0.52 -0.47 -0.38
C 1.4970 -0.1255 -0.5443 1.15 -0.06 -1.19 0.39
C -1.3216 -1.4133 -0.1493 -1.46 0.56 0.74 0.78
C 0.3705 -0.3167 -1.3836 0.91 -0.69 2.45 -0.45
C -0.9756 1.3019 0.6702 -0.51 0.36 -1.65 -0.13
C -2.1696 -2.6676 0.0092 2.17 1.40 2.03 -1.35
C -1.5866 2.4574 -0.0958 -2.16 -0.46 2.45 -0.83
N 2.4756 0.7293 -0.8398 -0.99 0.12 0.74 -0.62
N -0.4369 -1.3121 -1.0235 -1.65 -0.94 -0.11 -0.47
S 1.8117 -1.1034 0.9218 -0.32 0.62 -1.09 -0.05
S -1.8972 -0.0747 1.0057 -0.03 -0.93 -0.22 -0.18
H 4.0990 1.5527 0.2275 0.22 0.10 -0.19 0.40
H 3.6335 -0.1848 2.1250 1.00 -0.08 0.89 0.45
H 0.0939 0.1600 -2.2691 0.38 0.98 -1.33 0.51
H 0.0436 1.1295 0.5024 1.27 0.15 0.58 0.32
H -2.1528 -3.0422 -0.9346 -0.46 -1.56 -2.64 0.41
H -3.1392 -2.5783 0.4458 -0.50 0.43 0.19 0.39
H -1.5307 -3.2788 0.6347 -0.19 -0.62 0.26 0.28
H -1.3016 3.3865 0.4288 -0.04 -0.11 -0.70 0.29
H -2.7156 2.3136 0.0771 1.46 0.62 -0.62 0.26
H -1.3830 2.4604 -1.1539 0.28 0.10 -0.31 0.26
```
Positions in Å, forces in eV/Å.

Energy relative to the best compared isomer or geometry (same formula, charge and spin) in kcal per mole: 103.9
Highest occupied orbital energy (alpha / beta) in eV: -7.020 / -7.891
Multiplicity: 1
E_LUMO (alpha / beta) in Eh: -0.017 / -0.019


No. 4
DFT (ωB97M-V/def2-TZVPD) results for a 2-piece molecular cluster, C3H9N2O overall at a distorted geometry.

Geometry as XYZ:
```
15
Properties=species:S:1:pos:R:3:forces:R:3:mulliken_charge:R:1
C 0.7871 -0.5241 1.9495 0.15 -0.02 2.07 -0.31
C 1.1848 0.7619 1.3942 -0.42 -1.91 0.55 -0.42
C -0.4639 -0.1236 -1.3949 -0.84 -0.41 -1.16 0.25
N -0.8762 1.1509 -1.4533 -1.78 -2.74 0.36 -0.36
N -1.0915 -1.3018 -1.5320 -1.75 3.05 0.11 -0.30
O 0.3269 -0.1038 0.7161 -2.59 0.43 -0.90 -0.33
H 1.5601 -1.2229 1.7505 0.22 -1.32 1.06 0.28
H 0.0848 -0.4894 2.8647 1.18 -0.56 -1.77 0.25
H 2.0687 0.8111 0.9199 3.23 0.47 -1.24 0.28
H 0.8575 1.5683 1.9018 -1.57 2.87 1.00 0.28
H -0.3320 1.9848 -1.3976 1.01 -0.14 0.01 0.27
H -1.8278 1.2909 -1.1645 -0.47 0.29 -0.26 0.25
H -0.7209 -2.2228 -1.4109 0.86 0.05 0.06 0.25
H -2.0802 -1.2637 -1.6808 -0.60 -0.31 0.13 0.23
H 0.5227 -0.3158 -1.4629 3.36 0.25 -0.02 0.38
```
Positions in Å, forces in eV/Å.

Energy relative to the best compared isomer or geometry (same formula, charge and spin) in kcal per mole: 76.2
Highest occupied orbital energy in eV: -14.713
Multiplicity: 1
Net charge: +1
E_LUMO in Eh: -0.122